# 1
# C18H22N4O2S

2 unconnected molecules or ions with the total composition C18H22N4O2S in a non-equilibrium geometry (ωB97M-V/def2-TZVPD, the Open Molecules 2025 dataset).

Geometry as XYZ:
```
47
C18H22N4O2S (ωB97M-V/def2-TZVPD)
C 2.323 -4.228 0.051
N 2.556 -2.784 0.077
C 2.471 -1.986 -0.997
O 2.193 -2.411 -2.115
C 2.730 -0.488 -0.790
N 3.580 0.013 -1.888
C 4.656 0.798 -1.826
C 5.202 1.236 -0.482
O 5.217 1.159 -2.847
C 1.394 0.291 -0.715
C 0.511 -0.206 0.439
C 1.599 1.799 -0.510
H 2.624 -4.641 -0.915
H 1.261 -4.436 0.201
H 2.901 -4.718 0.836
H 2.794 -2.364 0.961
H 3.244 -0.366 0.162
H 3.321 -0.280 -2.820
H 5.465 0.362 0.108
H 4.461 1.837 0.037
H 6.094 1.838 -0.651
H 0.849 0.150 -1.649
H 0.210 -1.239 0.269
H 1.046 -0.127 1.385
H -0.396 0.395 0.492
H 2.170 2.222 -1.336
H 0.631 2.302 -0.482
H 2.119 1.986 0.429
C -1.810 2.505 2.207
C -2.510 1.455 2.807
C -3.419 0.706 2.052
C -4.155 -0.362 2.594
N -5.031 -1.083 1.875
C -5.197 -0.748 0.585
S -6.302 -1.564 -0.514
C -5.834 -0.488 -1.827
C -4.891 0.436 -1.446
C -4.509 0.299 -0.040
C -3.592 1.053 0.705
C -2.848 2.125 0.179
N -1.971 2.833 0.915
H -1.106 3.075 2.806
H -2.338 1.236 3.855
H -4.013 -0.620 3.638
H -6.247 -0.555 -2.829
H -4.479 1.183 -2.120
H -2.975 2.400 -0.863
```

Summary:
Largest force on an atom (eV/Å): 2.36
Net charge: 0
SMILES: CNC(=O)[C@@H](NC(C)=O)C(C)C.c1cc2cnc3sccc3c2cn1
Orbital gap (eV): 8.189
Multiplicity: 1
HOMO energy (eV): -8.77

***

# 2
# C18H22N4O4S

C18H22N4O4S in the gas phase in a non-equilibrium geometry (ωB97M-V/def2-TZVPD, the Open Molecules 2025 dataset).

Geometry as XYZ:
```
49
C18H22N4O4S (ωB97M-V/def2-TZVPD)
C -3.581 -2.510 -0.801
C -3.791 -1.238 0.019
C -5.278 -0.897 0.186
C -5.409 0.575 0.568
C -4.962 1.465 -0.599
C -3.859 0.766 -1.408
N -3.069 -0.130 -0.592
S -1.939 0.576 0.402
O -1.463 1.773 -0.235
O -2.367 0.671 1.771
C -0.604 -0.615 0.309
C 0.064 -0.993 1.456
C 1.230 -1.732 1.350
C 1.711 -2.075 0.091
C 3.079 -2.666 -0.038
O 3.349 -3.839 -0.063
N 4.067 -1.707 -0.124
C 3.944 -0.344 -0.126
N 4.932 0.491 -0.162
N 4.391 1.730 -0.157
C 3.106 1.595 -0.119
C 2.073 2.618 -0.096
C 2.332 3.881 0.691
C 2.345 3.928 -0.794
O 2.745 0.278 -0.098
C 0.985 -1.762 -1.054
C -0.176 -1.018 -0.942
H -4.116 -3.337 -0.341
H -2.524 -2.760 -0.852
H -3.954 -2.373 -1.812
H -3.346 -1.374 1.011
H -5.813 -1.088 -0.747
H -5.707 -1.534 0.959
H -6.438 0.808 0.845
H -4.772 0.762 1.434
H -5.804 1.681 -1.259
H -4.585 2.410 -0.208
H -3.167 1.495 -1.829
H -4.286 0.176 -2.224
H -0.319 -0.671 2.412
H 1.788 -2.006 2.232
H 5.025 -2.034 -0.190
H 1.066 2.218 -0.115
H 1.493 4.305 1.220
H 3.278 3.949 1.205
H 1.515 4.388 -1.308
H 3.299 4.027 -1.286
H 1.355 -2.061 -2.023
H -0.737 -0.713 -1.810
```

Summary:
Largest force on an atom (eV/Å): 1.73
Net charge: 0
SMILES: C[C@@H]1CCCCN1S(=O)(=O)c1ccc(C(=O)Nc2nnc(C3CC3)o2)cc1
Orbital gap (eV): 9.125
Multiplicity: 1
HOMO energy (eV): -8.85

***

# 3
# C18H22N6O4

C18H22N6O4 in the gas phase in a non-equilibrium geometry (ωB97M-V/def2-TZVPD, the Open Molecules 2025 dataset).

Geometry as XYZ:
```
50
C18H22N6O4 (ωB97M-V/def2-TZVPD)
C -1.743 1.566 -2.523
N -2.077 1.405 -1.095
C -2.930 0.244 -0.750
C -2.055 -0.837 -0.177
C -1.610 -1.878 -0.983
C -0.723 -2.723 -0.502
C -0.103 -3.811 -1.330
O -0.700 -4.213 -2.355
N 1.117 -4.382 -1.073
C 1.921 -5.305 -1.949
C 2.980 -4.537 -2.802
N 3.652 -3.539 -1.984
C 3.074 -2.278 -1.838
N 3.126 -1.680 -0.661
C 2.388 -0.492 -0.908
C 1.914 -0.408 -2.209
N 2.316 -1.608 -2.810
C -0.074 -2.517 0.766
C -0.545 -1.586 1.609
C -1.487 -0.655 1.113
N -1.942 0.370 1.893
C -1.600 1.796 1.573
C -0.423 2.202 2.369
C -0.753 2.629 3.748
O -1.544 2.016 4.400
O 0.151 3.454 4.274
C -1.509 2.094 -0.040
O -1.031 3.219 -0.256
H -1.998 0.621 -3.064
H -2.355 2.322 -3.030
H -0.740 1.944 -2.687
H -3.553 -0.171 -1.590
H -3.629 0.630 -0.058
H -1.851 -1.829 -1.980
H 1.567 -3.903 -0.339
H 1.295 -5.836 -2.587
H 2.406 -6.123 -1.411
H 2.463 -4.081 -3.699
H 3.681 -5.259 -3.119
H 3.937 -3.833 -1.068
H 2.329 0.344 -0.148
H 1.155 0.328 -2.651
H 2.163 -2.050 -3.705
H 0.884 -2.924 1.098
H -0.133 -1.388 2.553
H -1.954 0.142 2.909
H -2.469 2.420 2.000
H 0.204 1.313 2.411
H 0.197 2.981 1.885
H -0.130 3.620 5.181
```

Summary:
Largest force on an atom (eV/Å): 6.61
Net charge: 0
SMILES: CN1Cc2cc(C(=O)NCCNc3ncc[nH]3)ccc2N[C@@H](CC(=O)O)C1=O
Orbital gap (eV): 8.471
Multiplicity: 1
HOMO energy (eV): -7.92

***

# 4
# C18H23BCoN8O3S2

A molecular structure, C18H23BCoN8O3S2 in a non-equilibrium geometry (ωB97M-V/def2-TZVPD, the Open Molecules 2025 dataset).

Geometry as XYZ:
```
56
C18H23BCoN8O3S2 (ωB97M-V/def2-TZVPD)
Co 0.849 1.020 0.302
B 3.198 2.605 -1.332
N 3.683 1.879 -0.016
C 4.894 2.037 0.524
C 5.095 1.067 1.496
C 3.882 0.371 1.516
N 3.065 0.929 0.611
N 1.955 3.405 -0.901
C 1.763 4.721 -1.104
C 0.441 5.074 -0.786
C -0.089 3.919 -0.250
N 0.826 2.922 -0.309
H 2.804 1.752 -2.082
H 3.997 3.399 -1.717
H 5.586 2.832 0.242
H 5.983 1.020 2.131
H 3.518 -0.442 2.216
H 2.532 5.298 -1.554
H 0.006 6.059 -0.772
H -1.022 3.674 0.249
N -5.284 -4.473 -1.532
C -4.593 -3.407 -1.210
C -3.945 -2.613 -2.198
C -3.336 -1.457 -1.887
C -3.314 -1.003 -0.558
C -3.853 -1.794 0.446
C -4.517 -2.939 0.160
S -2.848 0.727 -0.179
O -3.937 1.078 0.689
O -2.739 1.301 -1.471
N -1.405 0.733 0.482
C -1.233 0.340 1.746
N -2.146 -0.183 2.556
C -1.773 -0.418 3.808
C -0.525 -0.202 4.313
C 0.398 0.179 3.376
N 0.047 0.453 2.095
H -5.319 -4.861 -2.437
H -5.724 -5.065 -0.860
H -4.013 -2.931 -3.227
H -3.058 -0.799 -2.684
H -3.798 -1.413 1.491
H -5.019 -3.493 0.966
H -2.459 -0.829 4.536
H -0.312 -0.462 5.339
H 1.416 0.431 3.620
C 2.906 -1.088 -2.092
S 2.027 -1.676 -0.579
C 1.494 -3.196 -1.289
O 0.666 -0.891 -0.479
H 2.153 -0.893 -2.829
H 3.453 -1.984 -2.467
H 3.454 -0.248 -1.812
H 2.283 -3.578 -1.988
H 0.572 -2.991 -1.836
H 1.311 -3.894 -0.473
```

Summary:
Largest force on an atom (eV/Å): 3.44
Net charge: +1
Orbital gap (alpha / beta) (eV): 8.526 / 4.897
Multiplicity: 5
HOMO energy (alpha / beta) (eV): -11.17 / -11.17
<S²>: 6.03

***

# 5
# C18H23BN4O3

C18H23BN4O3 in the gas phase in a non-equilibrium geometry (ωB97M-V/def2-TZVPD, the Open Molecules 2025 dataset).

Geometry as XYZ:
```
49
C18H23BN4O3 (ωB97M-V/def2-TZVPD)
H -2.443 5.701 -1.427
N -2.366 4.857 -1.992
C -1.985 3.766 -1.457
N -1.925 2.602 -2.303
N -1.581 3.534 -0.119
C -0.791 4.473 0.598
C 0.459 5.011 -0.161
C 1.410 3.853 -0.234
C 1.229 2.640 -1.202
N 0.809 1.421 -0.480
C 0.382 0.266 -1.084
O 0.054 0.377 -2.237
C 0.225 -1.062 -0.354
C 0.023 -2.242 -1.078
C -0.268 -3.434 -0.412
C -0.180 -3.472 0.984
C -0.526 -4.754 1.658
C 0.580 -5.702 1.704
C 0.485 -6.899 2.438
C -0.713 -7.148 3.106
C -1.824 -6.288 2.925
C -1.738 -5.096 2.208
C -0.104 -2.280 1.667
C 0.157 -1.058 1.007
B 2.506 2.467 -2.092
O 3.539 3.364 -2.016
O 2.397 1.558 -3.190
H -1.220 1.889 -2.180
H -2.251 2.701 -3.203
H -1.211 2.595 -0.080
H -1.437 5.269 0.851
H -0.562 4.041 1.578
H 0.752 5.905 0.369
H 0.045 5.508 -1.082
H 2.338 4.297 -0.723
H 1.586 3.522 0.741
H 0.356 2.851 -1.896
H 1.101 1.445 0.523
H 0.254 -2.428 -2.135
H -0.262 -4.346 -0.942
H 1.496 -5.344 1.229
H 1.369 -7.609 2.604
H -0.733 -8.001 3.758
H -2.738 -6.387 3.391
H -2.642 -4.518 2.155
H -0.073 -2.172 2.764
H 0.346 -0.100 1.544
H 4.160 3.244 -2.739
H 1.514 1.182 -2.984
```

Summary:
Largest force on an atom (eV/Å): 4.52
Net charge: 0
SMILES: [H]/N=C(/N)NCCC[C@H](NC(=O)c1ccc(-c2ccccc2)cc1)B(O)O
Orbital gap (eV): 8.823
Multiplicity: 1
HOMO energy (eV): -8.59

***

# 6
# C18H23BrCl2NP2Pd

A molecular structure, C18H23BrCl2NP2Pd (ωB97M-V/def2-TZVPD, the Open Molecules 2025 dataset).

Geometry as XYZ:
```
48
C18H23BrCl2NP2Pd (ωB97M-V/def2-TZVPD)
Pd -0.334 -0.304 -0.090
C -2.428 3.331 1.249
P -1.995 1.625 0.652
C -2.543 0.766 2.197
C -3.500 1.330 -0.406
C -3.802 -0.154 -0.617
P -2.289 -1.097 -1.086
C -2.088 -0.625 -2.842
C -2.990 -2.774 -1.286
H -3.398 3.347 1.756
H -2.452 4.029 0.410
H -1.654 3.671 1.938
H -3.588 0.987 2.436
H -1.917 1.121 3.018
H -2.401 -0.311 2.113
H -3.310 1.808 -1.371
H -4.362 1.838 0.042
H -4.580 -0.299 -1.375
H -4.175 -0.588 0.315
H -3.012 -0.749 -3.413
H -1.291 -1.243 -3.257
H -1.747 0.409 -2.899
H -3.799 -2.770 -2.022
H -3.370 -3.143 -0.333
H -2.201 -3.448 -1.621
Cl 0.946 -2.536 1.356
C 2.311 -2.368 0.281
C 3.575 -2.634 0.757
C 4.683 -2.445 -0.062
C 4.483 -1.987 -1.360
C 3.209 -1.751 -1.827
Cl 3.009 -1.153 -3.459
C 2.035 -1.910 -1.039
N 0.815 -1.637 -1.490
H 3.688 -2.962 1.782
H 5.681 -2.627 0.311
H 5.322 -1.812 -2.022
Br 5.021 3.298 2.212
C 3.522 2.300 1.568
C 2.518 1.939 2.447
C 1.433 1.216 1.956
C 1.308 0.827 0.616
C 2.363 1.219 -0.218
C 3.460 1.948 0.232
H 2.583 2.214 3.493
H 0.657 0.941 2.668
H 2.344 0.934 -1.267
H 4.259 2.228 -0.443
```

Summary:
Largest force on an atom (eV/Å): 0.69
Net charge: -1
Orbital gap (alpha / beta) (eV): 5.142 / 6.347
Multiplicity: 3
HOMO energy (alpha / beta) (eV): -2.32 / -3.55
<S²>: 2.02